Here is 3 unconnected molecules or ions with the total composition CH7O3 from the Open Molecules 2025 dataset. Energies are from wB97M-V/def2-TZVPD.

Results
energy relative to the best compared isomer or geometry (same formula, charge and spin) = 27.7 kJ/mol
total charge = -1

```
11
Properties=species:S:1:pos:R:3:forces:R:3:nbo_charge:R:1
C 1.148062 0.120146 -1.050246 -0.1 0.0 0.8 -0.21
O 0.038163 -0.341793 -0.408081 -0.4 -0.3 0.5 -0.97
H 1.921064 0.469714 -0.330879 0.3 0.0 -0.1 0.10
H 0.963586 1.009653 -1.686308 -0.1 0.0 -0.3 0.09
H 1.614606 -0.660909 -1.669062 0.2 0.0 -0.3 0.11
H -0.417835 -1.489695 1.178958 0.1 0.2 -0.5 0.52
H -1.820372 -1.894493 1.629844 0.0 0.1 -0.1 0.45
O -0.894220 -2.045587 1.826128 0.1 -0.2 0.2 -1.00
H -0.721864 0.827420 0.196710 -0.6 0.0 -0.3 0.50
H -0.574996 2.286233 -0.034859 -0.3 0.3 0.1 0.43
O -1.256194 1.719311 0.347795 0.8 -0.2 0.0 -1.04
```
Forces are in eV/Å.

Here is a molecular structure, C16H31F3HgO3P2S from the Open Molecules 2025 dataset. Energies are from wB97M-V/def2-TZVPD.

Results
energy relative to the best compared isomer or geometry (same formula, charge and spin) = 0.0 kJ/mol

```
57
Properties=species:S:1:pos:R:3:forces:R:3:nbo_charge:R:1
P 0.194256 -1.581631 -2.620913 -0.6 0.8 -0.4 0.90
P 0.375388 1.695070 -2.451022 0.0 -0.8 -0.6 0.89
C -0.110628 -0.550009 -4.121295 0.2 -0.4 -0.4 -0.72
C 0.553953 0.830978 -4.082386 -0.1 0.5 -0.2 -0.72
H -1.204243 -0.462799 -4.229168 0.3 0.0 0.0 0.22
H 0.281014 -1.136451 -4.965291 -0.3 0.3 -0.2 0.21
H 1.634734 0.764443 -4.288439 -0.3 -0.1 0.0 0.22
H 0.094212 1.497764 -4.827864 0.3 -0.3 -0.2 0.21
C -1.323472 2.366575 -2.683040 0.2 0.4 -0.1 -0.96
H -1.563723 3.016689 -1.832118 -0.1 -0.2 -0.4 0.24
H -2.056946 1.547653 -2.725933 0.3 0.3 0.0 0.24
H -1.359382 2.949191 -3.612741 -0.1 -0.1 0.1 0.21
C 1.459969 3.124089 -2.730325 -0.2 0.3 -0.3 -0.96
H 1.099871 3.707553 -3.586750 0.3 0.1 0.1 0.21
H 2.472186 2.748563 -2.931421 -0.2 0.2 0.1 0.23
H 1.471277 3.741055 -1.825261 0.1 0.0 -0.2 0.24
C -0.939323 -2.958993 -2.953054 0.3 -0.4 -0.4 -0.96
H -0.983788 -3.604889 -2.068286 -0.1 0.1 -0.2 0.24
H -0.575895 -3.522738 -3.823284 -0.4 -0.2 0.1 0.21
H -1.937583 -2.544864 -3.157339 0.3 -0.2 0.1 0.24
C 1.862557 -2.222711 -2.986854 0.0 -0.4 -0.3 -0.96
H 2.594841 -1.401974 -2.990175 -0.2 -0.2 0.0 0.24
H 1.836109 -2.706023 -3.973581 0.3 0.0 0.2 0.21
H 2.143514 -2.955493 -2.219352 0.1 0.2 -0.2 0.23
Hg 2.145620 -0.359635 4.524640 -1.7 0.1 0.3 1.08
C 0.215001 1.794270 0.446112 -1.4 0.6 1.0 -0.19
C -1.077346 1.552327 0.160029 0.5 0.7 0.4 -0.17
C -1.548538 0.220421 -0.297656 -0.9 -0.4 0.5 -0.52
C -1.626450 -0.830825 0.844241 -0.8 0.4 -0.2 -0.46
C -0.638691 -1.916023 0.629916 1.3 -0.5 0.1 -0.19
C 0.576554 -1.752084 0.049707 -0.6 -0.3 1.9 -0.22
C 1.299030 -0.448999 -0.151176 0.7 0.2 -0.6 -0.56
C 1.180197 0.721654 0.857273 1.1 -0.1 -0.8 -0.44
C 1.140370 -2.213609 5.013292 0.2 -0.7 -0.1 -0.86
H 0.567721 2.838122 0.502779 -0.3 -0.5 0.5 0.20
H -1.829144 2.353816 0.212540 0.6 -0.1 -0.4 0.21
H -0.899535 -0.183570 -1.096026 -0.3 0.4 0.3 0.25
H -2.548745 0.312336 -0.749703 0.3 0.1 0.2 0.21
H -1.546981 -0.339568 1.833382 0.0 -0.3 -0.4 0.26
H -2.634376 -1.285767 0.796437 0.4 0.2 0.2 0.21
H -0.975151 -2.908010 0.957906 0.3 0.2 -0.4 0.20
H 1.179812 -2.647272 -0.129593 -0.2 0.1 0.1 0.20
H 1.020217 -0.006953 -1.138970 0.3 -0.3 1.0 0.28
H 2.373791 -0.675728 -0.294520 -0.4 -0.1 0.3 0.21
H 0.997994 0.370012 1.886868 -0.3 0.1 -0.2 0.19
H 2.170779 1.208430 0.878899 -0.2 -0.2 0.1 0.20
H 1.474092 -2.525834 6.011000 0.0 0.3 -0.4 0.23
H 1.404110 -2.956856 4.246822 0.0 0.4 0.3 0.23
H 0.062913 -2.003858 5.002808 0.5 0.4 -0.1 0.26
F -1.090329 1.968926 7.518366 -0.1 -0.8 -0.7 -0.32
C -1.293163 0.945616 6.655142 -0.2 0.1 0.4 0.70
F -0.525571 -0.099608 7.068223 -0.4 0.4 -0.2 -0.35
F -2.591290 0.572582 6.751071 1.0 0.3 -0.2 -0.32
S -0.839281 1.422905 4.899000 -0.8 0.3 -0.2 2.32
O -1.241074 0.266944 4.103974 0.6 0.6 0.7 -0.98
O -1.556560 2.662165 4.704594 0.5 -0.9 0.0 -0.92
O 0.635112 1.602605 4.988521 0.3 -0.5 -0.1 -1.07
```
Forces are in eV/Å.

Here is a molecular structure, CHN4OS from the Open Molecules 2025 dataset. Energies are from wB97M-V/def2-TZVPD.

Results
energy relative to the best compared isomer or geometry (same formula, charge and spin) = 224.5 kJ/mol
total charge = +1

```
8
Properties=species:S:1:pos:R:3:forces:R:3:nbo_charge:R:1
C 1.886942 2.294274 -0.582870 0.1 1.4 -2.6 0.11
N 0.061727 0.951509 -0.788855 -1.2 -1.9 0.2 -0.16
N -0.626348 0.311822 -1.456613 -0.4 1.8 0.3 0.28
N -1.204331 -0.028041 -2.432457 -1.4 -1.8 -1.6 -0.35
N 2.310652 2.078298 0.486255 0.2 -1.1 1.1 0.16
O 2.637202 1.568086 1.516672 0.1 0.7 -0.3 -0.05
S 1.219965 2.515446 -2.074654 1.0 0.1 1.9 0.54
H -2.191212 -0.404853 -2.560668 1.6 0.7 0.9 0.46
```
Forces are in eV/Å.

Here is 2 unconnected molecules or ions with the total composition C5H14BO6S2 from the Open Molecules 2025 dataset. Energies are from wB97M-V/def2-TZVPD.

Results
electronic energy = -1471.6583 hartree
total charge = -1

```
28
Properties=species:S:1:pos:R:3:forces:R:3:nbo_charge:R:1
O 1.701471 -1.874991 3.078581 -0.1 -0.1 0.1 -0.76
C 0.804254 -2.668020 2.299621 0.2 0.1 -0.1 0.47
S 1.913375 -3.787967 1.228752 0.0 0.1 0.1 -0.20
C -0.078906 -1.797398 1.380078 0.1 0.0 0.1 -0.11
O -1.292894 -1.691101 2.048871 0.0 0.0 0.0 -0.73
B -1.470083 -3.018393 2.689926 -0.1 0.0 -0.1 0.44
O -0.022178 -3.352241 3.107455 0.0 -0.1 0.0 -0.72
H 1.515731 -2.188831 3.974036 0.0 0.1 -0.1 0.48
H 3.012475 -3.555160 1.957593 0.0 -0.1 0.0 0.12
H -0.170589 -2.277405 0.393843 -0.1 0.0 0.0 0.16
H 0.386093 -0.817658 1.243627 0.0 0.0 -0.1 0.16
H -1.847681 -3.865701 1.863899 0.0 0.0 0.1 -0.16
H -2.192796 -2.959398 3.670236 0.0 0.0 0.0 -0.13
O 1.845850 1.898983 -1.616773 0.0 0.1 0.0 -0.95
S 0.503996 1.742750 -1.130909 0.1 -0.1 0.0 2.38
O -0.155601 0.488762 -1.301856 0.0 0.1 -0.1 -0.92
O -0.385155 2.915092 -1.756626 0.0 0.0 0.0 -0.73
C -0.321926 3.076533 -3.195313 0.0 0.0 0.1 -0.08
C -1.167918 2.056560 -3.924393 0.0 0.0 0.0 -0.64
C 0.396311 2.229187 0.552543 0.0 -0.1 0.0 -0.89
H 0.724898 3.032005 -3.497961 0.0 0.0 0.0 0.20
H -0.690616 4.088441 -3.354224 0.0 0.0 0.0 0.19
H -0.780356 1.048733 -3.790204 0.0 0.0 0.0 0.24
H -1.167794 2.296972 -4.989541 0.0 0.0 0.0 0.21
H -2.195359 2.080500 -3.561770 0.0 0.0 0.0 0.22
H 0.867071 3.200010 0.675703 0.0 0.0 0.0 0.24
H 0.920608 1.458753 1.116605 0.0 0.0 0.0 0.27
H -0.652282 2.240985 0.838201 0.0 0.0 0.0 0.26
```
Forces are in eV/Å.

Here is a single C5H7N molecule from the Open Molecules 2025 dataset. Energies are from wB97M-V/def2-TZVPD.

Results
energy relative to the best compared isomer or geometry (same formula, charge and spin) = 85.9 kJ/mol
SMILES = C=C(C#N)CC

```
13
Properties=species:S:1:pos:R:3:forces:R:3:nbo_charge:R:1
C -1.512627 -0.866426 -0.024646 -0.2 0.1 -0.6 -0.61
C -0.755093 0.461170 0.036944 0.4 -0.1 0.3 -0.42
C 0.772009 0.287253 -0.001319 0.0 0.5 0.0 -0.12
C 1.636696 1.309972 -0.014824 -0.6 -0.1 -0.2 -0.30
C 1.308732 -1.054966 0.012345 0.4 -0.7 0.0 0.26
H -1.261710 -1.422767 -0.948961 -0.1 0.2 0.5 0.22
H -2.594977 -0.686133 -0.029494 0.3 0.0 0.0 0.22
H -1.274318 -1.485498 0.836539 0.0 -0.1 0.0 0.22
H -1.061411 1.114878 -0.791396 0.1 -0.1 0.3 0.22
H -0.982411 0.968050 0.993823 0.0 -0.1 -0.5 0.22
H 1.272723 2.338017 -0.053663 0.1 -0.3 0.1 0.20
H 2.705168 1.162710 -0.022939 0.1 -0.1 0.0 0.21
N 1.747221 -2.126254 0.007585 -0.4 0.9 0.0 -0.31
```
Forces are in eV/Å.

no.,M (u),maximum force (eV/Å)
1,67.06,0.8
2,623.02,2.0
3,117.11,2.9
4,245.11,0.2
5,81.12,1.0